Record 1
Here is a structure of composition C44H37Cl5NO2P2S2Ta from OMol25. Energies are from ωB97M-V with the def2-TZVPD basis set.

* total charge: 0
* ΔE to the lowest compared entry with this formula, charge and spin: 0.000 eV
* orbital gap: 7.65 eV
* DFT total energy: -156230.5748 eV

CARTESIAN COORDINATES (ANGSTROEM)
Ta: 0.524 -0.312 0.203
S: -0.687 1.743 1.168
P: -1.377 0.302 2.417
C: -0.517 -1.081 1.938
P: 0.706 -2.009 2.660
S: 2.370 -1.163 1.906
C: 0.589 -3.735 2.123
C: -0.599 -4.424 2.358
C: -0.719 -5.753 1.985
C: 0.349 -6.399 1.376
C: 1.532 -5.716 1.139
C: 1.653 -4.383 1.507
C: 0.732 -2.105 4.467
C: 1.949 -2.089 5.137
C: 1.983 -2.200 6.519
C: 0.800 -2.313 7.234
C: -0.419 -2.323 6.568
C: -0.454 -2.224 5.187
C: -1.075 0.799 4.129
C: 0.244 1.063 4.497
C: 0.541 1.399 5.806
C: -0.476 1.482 6.750
C: -1.790 1.240 6.383
C: -2.093 0.896 5.072
C: -3.176 0.180 2.274
C: -3.924 1.200 1.694
C: -5.307 1.095 1.635
C: -5.943 -0.022 2.159
C: -5.200 -1.039 2.741
C: -3.819 -0.940 2.794
H: -1.434 -3.914 2.824
H: -1.646 -6.283 2.164
H: 0.254 -7.435 1.077
H: 2.363 -6.217 0.658
H: 2.572 -3.842 1.319
H: 2.871 -1.980 4.576
H: 2.933 -2.189 7.037
H: 0.825 -2.387 8.314
H: -1.343 -2.398 7.126
H: -1.408 -2.222 4.673
H: 1.032 1.001 3.754
H: 1.566 1.595 6.092
H: -0.239 1.742 7.774
H: -2.584 1.319 7.115
H: -3.121 0.716 4.787
H: -3.423 2.063 1.276
H: -5.886 1.883 1.170
H: -7.020 -0.107 2.101
H: -5.694 -1.917 3.137
H: -3.231 -1.745 3.220
Cl: -2.659 -2.756 0.349
C: -2.680 -1.328 -0.628
C: -1.520 -0.578 -0.824
C: -1.612 0.366 -1.829
Cl: -0.102 1.188 -2.138
C: -2.749 0.694 -2.543
Cl: -2.717 1.907 -3.756
C: -3.915 -0.003 -2.239
Cl: -5.376 0.374 -3.062
C: -3.873 -1.032 -1.298
Cl: -5.296 -1.960 -1.016
O: 3.250 3.036 -0.517
C: 2.620 2.082 -0.263
N: 2.002 1.091 -0.014
C: -0.248 -4.771 -2.103
C: -0.691 -3.316 -2.301
C: -2.043 -3.266 -3.008
C: 0.399 -2.562 -3.029
C: 0.462 -2.597 -4.414
C: 1.538 -2.056 -5.094
C: 2.618 -1.604 -4.367
C: 2.635 -1.591 -2.968
C: 4.025 -1.370 -2.368
C: 4.916 -2.541 -2.822
C: 4.151 -1.262 -0.860
C: 1.436 -1.929 -2.319
O: 1.224 -1.627 -0.988
H: -1.002 -5.320 -1.535
H: -0.107 -5.267 -3.067
H: 0.692 -4.818 -1.553
H: -0.786 -2.889 -1.306
H: -2.030 -3.856 -3.926
H: -2.320 -2.243 -3.271
H: -2.821 -3.688 -2.370
H: -0.346 -3.053 -4.970
H: 1.556 -2.038 -6.176
H: 3.507 -1.265 -4.886
H: 4.426 -0.455 -2.816
H: 4.531 -3.478 -2.411
H: 5.934 -2.403 -2.452
H: 4.954 -2.642 -3.905
H: 3.789 -2.171 -0.375
H: 3.605 -0.421 -0.456
H: 5.203 -1.140 -0.597



Record 2
Here is a structure of composition C44H37MnN3O2P2Se5 from OMol25. Energies are from ωB97M-V with the def2-TZVPD basis set.

* total charge: 0
* ΔE to the lowest compared entry with this formula, charge and spin: 0.410 eV
* 2S+1: 2
* orbital gap (spin up / spin down): 6.34 / 5.48 eV
* DFT total energy: -431420.3207 eV

CARTESIAN COORDINATES (ANGSTROEM)
Mn: -0.129 0.128 0.169
O: 2.059 -0.467 2.956
C: 1.625 0.258 4.034
C: 2.451 0.919 4.932
C: 1.884 1.515 6.049
C: 0.519 1.439 6.266
C: -0.297 0.834 5.318
C: 0.235 0.273 4.159
P: -0.760 -0.375 2.730
C: -2.428 0.064 3.387
C: -2.834 1.399 3.334
C: -4.053 1.794 3.864
C: -4.888 0.860 4.470
C: -4.488 -0.464 4.539
C: -3.268 -0.860 3.998
C: -0.715 -2.188 3.007
C: 0.109 -2.793 3.952
C: 0.154 -4.178 4.066
C: -0.625 -4.975 3.239
C: -1.456 -4.381 2.296
C: -1.498 -2.999 2.180
C: 3.389 -0.561 2.617
C: 4.354 -1.053 3.489
C: 5.666 -1.134 3.053
C: 6.004 -0.744 1.761
C: 5.018 -0.312 0.890
C: 3.693 -0.226 1.308
P: 2.343 0.187 0.097
C: 3.017 1.804 -0.426
C: 3.129 2.726 0.619
C: 3.634 3.995 0.391
C: 4.037 4.359 -0.889
C: 3.921 3.455 -1.930
C: 3.409 2.180 -1.703
C: 2.751 -1.239 -0.967
C: 2.927 -1.312 -2.285
C: 2.801 -2.584 -3.026
C: 2.535 -3.738 -2.424
C: 2.551 -3.854 -0.933
C: 2.575 -2.507 -0.165
H: 3.517 0.971 4.771
H: 2.524 2.026 6.758
H: 0.080 1.871 7.157
H: -1.365 0.824 5.484
H: -2.191 2.142 2.884
H: -4.347 2.836 3.806
H: -5.838 1.168 4.891
H: -5.129 -1.201 5.010
H: -2.974 -1.899 4.070
H: 0.724 -2.186 4.603
H: 0.799 -4.635 4.807
H: -0.590 -6.054 3.333
H: -2.069 -4.995 1.644
H: -2.143 -2.534 1.440
H: 4.080 -1.375 4.486
H: 6.428 -1.507 3.725
H: 7.035 -0.796 1.431
H: 5.267 -0.050 -0.132
H: 2.804 2.450 1.617
H: 3.705 4.702 1.210
H: 4.429 5.353 -1.074
H: 4.220 3.739 -2.933
H: 3.293 1.501 -2.534
H: 3.057 -0.423 -2.878
H: 2.846 -2.528 -4.108
H: 2.362 -4.640 -3.004
H: 3.368 -4.524 -0.661
H: 3.313 -2.536 0.634
Se: 0.391 0.607 -2.161
Se: -0.376 2.709 -2.795
Se: 0.121 3.903 -0.832
Se: -0.517 2.317 0.750
C: -4.244 -0.566 0.627
O: -2.825 -0.411 0.677
C: -2.074 -0.319 -0.549
C: -2.792 0.538 -1.567
H: -4.737 0.356 0.321
H: -4.562 -0.807 1.638
H: -4.549 -1.380 -0.033
H: -3.805 0.155 -1.754
H: -2.261 0.526 -2.510
H: -2.870 1.565 -1.218
Se: -3.105 -2.705 -2.125
N: -2.062 -4.117 -1.959
C: -0.964 -3.812 -1.247
C: 0.057 -4.684 -0.982
C: 1.220 -4.218 -0.189
C: 1.153 -2.780 0.408
N: 0.104 -1.892 -0.077
C: -0.868 -2.417 -0.756
N: -1.918 -1.673 -1.106
H: 0.028 -5.698 -1.367
H: 1.434 -4.938 0.603
H: 1.110 -2.770 1.496



Record 3
Here is a structure of composition C44H38Cl3N7O4PS2Y from OMol25. Energies are from ωB97M-V with the def2-TZVPD basis set.

* total charge: -2
* ΔE to the lowest compared entry with this formula, charge and spin: 0.979 eV
* orbital gap: 5.73 eV
* DFT total energy: -134439.7240 eV

CARTESIAN COORDINATES (ANGSTROEM)
Y: 0.332 -0.002 0.071
N: 3.950 -2.784 -0.324
C: 3.224 -1.607 -0.161
S: 2.702 -0.848 -1.587
N: 3.132 -1.167 1.059
N: 2.270 -0.149 1.357
C: 2.556 0.471 2.458
C: 1.753 1.408 3.181
C: 2.205 1.774 4.453
C: 1.473 2.585 5.291
C: 0.239 3.066 4.857
C: -0.221 2.764 3.603
C: 0.512 1.948 2.692
O: 0.075 1.762 1.511
H: 3.733 -3.230 -1.204
H: 3.895 -3.398 0.478
H: 3.497 0.192 2.950
H: 3.158 1.380 4.792
H: 1.846 2.834 6.277
H: -0.354 3.692 5.517
H: -1.177 3.142 3.261
O: -0.098 -2.145 -0.573
C: -0.651 -2.759 -1.546
C: -0.940 -4.148 -1.428
C: -1.520 -4.872 -2.435
C: -1.832 -4.267 -3.652
C: -1.538 -2.932 -3.823
C: -0.971 -2.150 -2.810
C: -0.610 -0.802 -3.131
N: -0.231 0.110 -2.301
N: 0.224 1.250 -2.930
C: 0.999 2.001 -2.176
O: 1.252 1.845 -0.947
C: 1.676 3.114 -2.904
C: 2.532 3.952 -2.196
C: 3.206 4.971 -2.841
C: 3.028 5.170 -4.201
C: 2.177 4.337 -4.911
C: 1.505 3.314 -4.270
H: -0.675 -4.618 -0.491
H: -1.722 -5.927 -2.285
H: -2.279 -4.847 -4.450
H: -1.753 -2.453 -4.772
H: -0.590 -0.552 -4.200
H: 2.646 3.766 -1.138
H: 3.878 5.610 -2.285
H: 3.551 5.972 -4.707
H: 2.045 4.487 -5.975
H: 0.840 2.653 -4.804
Cl: -1.781 5.105 0.096
C: -2.071 3.997 -1.264
Cl: -0.970 4.394 -2.601
Cl: -3.752 4.163 -1.818
C: -1.882 2.650 -0.800
N: -1.755 1.586 -0.397
N: -1.213 -0.720 1.553
P: -0.873 -1.853 2.500
C: -1.852 -1.833 4.081
C: -2.647 -0.721 4.302
C: -3.402 -0.616 5.457
C: -3.361 -1.628 6.403
C: -2.572 -2.746 6.183
C: -1.818 -2.847 5.029
C: -1.356 -3.620 2.093
C: -0.742 -4.830 2.391
C: -1.379 -6.028 2.108
C: -2.644 -6.038 1.544
C: -3.271 -4.837 1.249
C: -2.625 -3.647 1.528
C: 0.789 -2.112 3.264
C: 1.761 -2.915 2.678
C: 2.970 -3.121 3.321
C: 3.226 -2.508 4.536
C: 2.290 -1.644 5.086
C: 1.083 -1.441 4.447
H: -2.639 0.051 3.544
H: -4.014 0.258 5.631
H: -3.950 -1.551 7.309
H: -2.538 -3.535 6.924
H: -1.195 -3.715 4.856
H: 0.234 -4.849 2.855
H: -0.888 -6.964 2.352
H: -3.142 -6.980 1.343
H: -4.269 -4.838 0.826
H: -3.081 -2.687 1.328
H: 1.552 -3.381 1.723
H: 3.726 -3.757 2.876
H: 4.162 -2.689 5.050
H: 2.500 -1.128 6.015
H: 0.349 -0.761 4.865
C: -4.154 -0.237 0.349
S: -3.202 -0.515 -1.220
C: -4.089 -2.086 -1.656
O: -3.778 0.473 -2.153
H: -5.007 0.393 0.119
H: -3.470 0.260 1.029
H: -4.470 -1.182 0.773
H: -3.739 -2.856 -0.980
H: -3.795 -2.339 -2.669
H: -5.162 -1.942 -1.598



Record 4
Here is a structure of composition C44H38ClGeN5O4S8Zr from OMol25. Energies are from ωB97M-V with the def2-TZVPD basis set.

* total charge: 0
* ΔE to the lowest compared entry with this formula, charge and spin: 1.765 eV
* orbital gap: 6.11 eV
* DFT total energy: -218887.2308 eV

CARTESIAN COORDINATES (ANGSTROEM)
Zr: -0.001 0.378 -1.880
S: 2.098 7.267 -3.907
C: 1.614 5.739 -3.482
S: 2.576 4.601 -2.674
C: 1.465 3.236 -2.601
C: 0.238 3.434 -3.109
S: -1.057 2.156 -3.329
S: -0.060 5.059 -3.742
S: 2.189 1.703 -2.181
O: -5.421 0.616 1.389
C: -5.114 1.914 1.422
O: -5.997 2.697 1.499
C: -3.693 2.342 1.296
C: -3.075 3.530 1.548
Cl: -3.544 4.880 2.457
N: -1.849 3.558 0.964
N: -1.594 2.390 0.380
C: -2.672 1.669 0.515
C: -2.583 0.261 0.052
O: -3.477 -0.571 0.266
O: -1.569 -0.002 -0.660
C: -0.823 4.557 0.948
C: -0.724 5.352 -0.200
C: 0.280 6.312 -0.252
C: 1.240 6.426 0.780
C: 1.092 5.666 1.885
C: 0.037 4.786 2.011
H: -4.689 0.027 1.090
H: -1.358 5.182 -1.039
H: 0.429 6.893 -1.196
H: 2.132 7.087 0.705
H: 1.738 5.839 2.780
H: -0.137 4.231 2.929
C: 2.599 2.806 4.037
C: 2.105 1.359 4.433
S: 0.267 1.224 4.199
C: 0.004 -0.359 3.401
C: 0.699 -0.621 2.044
S: 0.897 0.774 0.963
C: 2.690 1.051 1.096
C: 3.154 2.542 1.203
S: 3.916 2.949 2.811
H: 2.921 3.348 4.952
H: 1.742 3.354 3.597
H: 2.373 1.173 5.501
H: 2.506 0.556 3.849
H: -1.929 0.364 3.435
H: 0.380 -1.082 4.118
H: 0.203 -1.496 1.561
H: 1.666 -1.017 2.332
H: 3.143 0.592 0.203
H: 3.052 0.467 1.924
H: 2.329 3.191 0.855
H: 3.907 2.730 0.459
N: -2.951 -4.485 -6.974
C: -2.448 -3.825 -6.189
C: -1.867 -2.851 -5.255
C: -0.931 -1.890 -5.609
C: -0.552 -0.992 -4.625
N: -0.988 -1.017 -3.363
C: -1.910 -1.951 -3.068
C: -2.412 -2.856 -3.989
H: -0.537 -1.836 -6.608
H: 0.096 -0.111 -4.880
H: -2.402 -1.950 -2.135
H: -3.119 -3.631 -3.709
N: -1.467 -0.489 3.337
C: -1.988 -1.532 4.172
C: -1.300 -2.710 4.181
C: -1.645 -3.691 5.111
C: -2.675 -3.405 5.967
C: -3.376 -2.161 5.970
C: -3.007 -1.213 5.078
H: -0.468 -2.849 3.520
H: -1.035 -4.548 5.137
H: -2.919 -4.100 6.771
H: -4.117 -1.857 6.709
H: -3.565 -0.280 4.900
Ge: 1.878 -1.770 -2.279
C: 1.674 -3.051 -0.776
C: 2.839 -3.452 -0.113
C: 2.781 -4.203 1.068
C: 1.559 -4.547 1.623
C: 0.383 -4.087 1.001
C: 0.451 -3.403 -0.194
C: 1.816 -2.758 -3.968
C: 2.415 -2.324 -5.227
C: 2.217 -3.113 -6.347
C: 1.506 -4.367 -6.280
C: 1.016 -4.797 -5.061
C: 1.107 -3.924 -3.936
H: 3.370 -1.514 -2.142
H: 3.866 -3.154 -0.437
H: 3.718 -4.557 1.497
H: 1.561 -5.228 2.523
H: -0.644 -4.300 1.364
H: -0.522 -3.038 -0.613
H: 3.049 -1.452 -5.262
H: 2.693 -2.839 -7.321
H: 1.350 -5.032 -7.133
H: 0.473 -5.734 -5.049
H: 0.710 -4.251 -3.022



Record 5
Here is a structure of composition C44H38N6O7TeTi from OMol25. Energies are from ωB97M-V with the def2-TZVPD basis set.

* total charge: +1
* ΔE to the lowest compared entry with this formula, charge and spin: 5.390 eV
* 2S+1: 2
* orbital gap (spin up / spin down): 5.21 / 6.56 eV
* DFT total energy: -99921.0362 eV

CARTESIAN COORDINATES (ANGSTROEM)
Ti: 1.863 0.538 -0.169
O: 2.343 3.721 -2.943
C: 2.054 3.213 -4.162
C: 2.267 4.029 -5.269
C: 1.966 3.572 -6.535
C: 1.450 2.291 -6.721
C: 1.265 1.466 -5.635
C: 1.570 1.905 -4.341
C: 1.410 0.995 -3.198
O: 1.378 1.481 -1.990
N: 1.318 -0.288 -3.476
N: 1.135 -1.067 -2.367
C: 1.795 -2.185 -2.260
C: 2.046 -2.796 -0.975
C: 2.663 -4.043 -0.892
C: 2.975 -4.553 0.353
C: 2.677 -3.800 1.479
C: 2.075 -2.562 1.309
N: 1.754 -2.073 0.122
H: 2.046 3.054 -2.294
H: 2.661 5.023 -5.102
H: 2.129 4.217 -7.389
H: 1.195 1.946 -7.713
H: 0.878 0.464 -5.758
H: 2.315 -2.502 -3.153
H: 2.882 -4.589 -1.800
H: 3.439 -5.525 0.448
H: 2.905 -4.166 2.470
H: 1.813 -1.952 2.164
O: 1.043 4.720 0.966
C: 1.413 3.552 0.485
O: 0.639 2.633 0.260
C: 2.863 3.405 0.207
C: 3.805 4.397 0.316
C: 5.131 4.076 -0.049
C: 5.448 2.816 -0.470
C: 4.425 1.837 -0.549
N: 3.145 2.175 -0.222
C: 4.501 0.478 -0.924
O: 5.612 -0.151 -1.315
O: 3.426 -0.231 -0.900
H: 0.083 4.755 1.076
H: 3.535 5.386 0.652
H: 5.894 4.840 0.006
H: 6.465 2.575 -0.751
H: 6.371 0.441 -1.333
C: -8.008 -1.333 -0.668
C: -6.541 -1.049 -0.501
C: -6.071 -0.266 0.541
C: -4.718 -0.009 0.711
C: -4.352 0.884 1.887
C: -3.770 -0.548 -0.192
Te: -1.727 -0.094 0.536
N: 0.488 0.146 1.123
C: 1.266 0.604 2.054
O: 2.523 0.668 1.725
C: 0.786 1.041 3.390
C: -0.409 1.749 3.506
C: -0.895 2.090 4.757
C: -0.189 1.727 5.896
C: 1.021 1.056 5.782
C: 1.514 0.723 4.530
C: -1.503 -2.113 1.203
C: -1.350 -3.082 0.216
C: -1.177 -4.411 0.561
C: -1.157 -4.777 1.899
C: -1.313 -3.812 2.877
C: -1.499 -2.468 2.551
C: -1.721 -1.469 3.652
C: -4.247 -1.310 -1.273
C: -3.371 -1.903 -2.350
C: -5.612 -1.546 -1.400
H: -8.575 -0.983 0.192
H: -8.178 -2.404 -0.788
H: -8.394 -0.834 -1.559
H: -6.782 0.160 1.242
H: -5.257 1.175 2.415
H: -3.856 1.797 1.552
H: -3.704 0.381 2.609
H: -0.944 2.040 2.610
H: -1.830 2.628 4.845
H: -0.579 1.978 6.873
H: 1.580 0.796 6.671
H: 2.457 0.200 4.426
H: -1.343 -2.799 -0.825
H: -1.072 -5.157 -0.217
H: -1.035 -5.816 2.176
H: -1.308 -4.098 3.922
H: -0.978 -1.576 4.444
H: -2.705 -1.609 4.105
H: -1.660 -0.456 3.267
H: -2.452 -1.345 -2.477
H: -3.912 -1.912 -3.297
H: -3.129 -2.942 -2.110
H: -5.962 -2.139 -2.239
N: -0.837 -0.566 -1.219
C: 0.416 -0.529 -1.287